{
  "formula": "C48H40BClNO12P2S2",
  "method": "the ωB97M-V functional and the def2-TZVPD basis",
  "elements": ["N", "P", "O", "O", "C", "P", "S", "C", "O", "B", "C", "C", "C", "C", "S", "O", "O", "Cl", "O", "H", "H", "H", "H", "H", "H", "H", "H", "H", "H", "H", "H", "H", "H", "H", "H", "C", "C", "C", "C", "C", "C", "C", "O", "C", "C", "C", "C", "C", "C", "C", "O", "H", "H", "H", "H", "H", "H", "H", "H", "C", "C", "C", "C", "C", "C", "C", "O", "C", "C", "C", "C", "C", "C", "C", "O", "H", "H", "H", "H", "H", "H", "H", "H", "C", "C", "C", "C", "C", "C", "C", "O", "C", "C", "C", "C", "C", "C", "C", "O", "H", "H", "H", "H", "H", "H", "H", "H"],
  "xyz": [[-5.73, -1.16, 3.52], [-5.38, -1.56, 2.08], [-3.95, -2.26, 2.01], [-6.35, -2.67, 1.46], [-5.27, -0.11, 0.95], [-5.80, 1.42, 1.87], [-7.65, 1.50, 2.50], [-6.08, -0.12, -0.39], [-5.22, 0.50, -1.30], [-3.81, 0.26, -0.93], [-2.83, 1.55, -1.20], [-2.57, 2.31, 0.11], [-1.77, 3.59, -0.09], [-1.99, 4.62, 1.02], [-1.19, 4.17, 2.53], [-1.40, 2.83, 2.91], [0.16, 4.59, 2.47], [-2.16, 5.33, 3.94], [-3.95, -0.16, 0.52], [-6.57, -1.62, 3.86], [-3.28, -1.59, 2.26], [-6.02, -2.90, 0.57], [-4.86, 1.69, 2.87], [-5.59, 2.41, 0.90], [-6.90, 0.58, -0.30], [-6.42, -1.10, -0.71], [-3.34, -0.75, -1.48], [-1.87, 1.16, -1.52], [-3.22, 2.21, -1.97], [-3.53, 2.59, 0.53], [-2.02, 1.66, 0.76], [-2.06, 4.09, -1.00], [-0.71, 3.38, -0.11], [-3.03, 4.86, 1.17], [-1.50, 5.54, 0.73], [1.72, -3.85, -3.64], [1.08, -3.23, -2.57], [1.04, -1.85, -2.49], [1.65, -1.08, -3.47], [2.32, -1.70, -4.53], [2.34, -3.08, -4.61], [3.01, -0.89, -5.57], [3.58, -1.42, -6.50], [2.99, 0.59, -5.44], [3.67, 1.37, -6.37], [3.65, 2.75, -6.27], [2.94, 3.36, -5.24], [2.26, 2.60, -4.31], [2.29, 1.21, -4.40], [1.58, 0.40, -3.37], [0.97, 0.93, -2.47], [1.75, -4.93, -3.70], [0.61, -3.82, -1.80], [0.53, -1.36, -1.66], [2.84, -3.56, -5.44], [4.21, 0.88, -7.17], [4.18, 3.35, -7.00], [2.92, 4.44, -5.17], [1.71, 3.07, -3.51], [3.28, 5.19, 5.24], [1.95, 4.97, 5.54], [1.19, 5.98, 6.12], [1.77, 7.21, 6.39], [3.12, 7.42, 6.10], [3.87, 6.41, 5.52], [3.78, 8.72, 6.43], [4.95, 8.91, 6.18], [2.96, 9.78, 7.09], [3.57, 10.98, 7.45], [2.82, 11.97, 8.04], [1.46, 11.78, 8.28], [0.86, 10.59, 7.92], [1.60, 9.58, 7.33], [0.94, 8.29, 6.99], [-0.24, 8.13, 7.19], [3.87, 4.41, 4.78], [1.49, 4.02, 5.33], [0.15, 5.82, 6.35], [4.91, 6.59, 5.29], [4.62, 11.12, 7.26], [3.29, 12.90, 8.33], [0.88, 12.57, 8.74], [-0.20, 10.44, 8.10], [-1.24, -9.79, -0.52], [-0.21, -8.91, -0.23], [0.82, -8.73, -1.14], [0.82, -9.44, -2.34], [-0.21, -10.33, -2.62], [-1.25, -10.50, -1.71], [-0.21, -11.13, -3.88], [-1.11, -11.91, -4.12], [0.92, -10.95, -4.82], [0.97, -11.72, -5.98], [2.01, -11.55, -6.87], [3.01, -10.62, -6.62], [2.97, -9.85, -5.47], [1.93, -10.02, -4.56], [1.93, -9.21, -3.31], [2.79, -8.40, -3.09], [-2.05, -9.93, 0.19], [-0.20, -8.37, 0.70], [1.63, -8.05, -0.93], [-2.05, -11.19, -1.93], [0.19, -12.44, -6.17], [2.05, -12.16, -7.77], [3.82, -10.49, -7.33], [3.74, -9.13, -5.27]],
  "lowdin_charge": [-0.183, 0.463, -0.145, -0.145, -0.647, 0.383, 0.047, -0.228, -0.056, -0.685, -0.113, -0.240, -0.211, -0.292, 0.307, -0.320, -0.342, 0.361, -0.123, -0.019, 0.092, 0.082, -0.014, -0.012, 0.088, 0.110, 0.096, 0.073, 0.092, 0.071, 0.103, 0.113, 0.116, 0.096, 0.097, -0.056, -0.049, 0.010, -0.079, -0.086, -0.006, -0.278, 0.097, -0.082, -0.009, -0.065, -0.061, -0.001, -0.078, -0.275, 0.116, 0.103, 0.109, 0.126, 0.117, 0.117, 0.103, 0.105, 0.121, -0.048, -0.046, 0.001, -0.081, -0.087, -0.004, -0.279, 0.099, -0.082, -0.007, -0.064, -0.063, -0.005, -0.081, -0.277, 0.109, 0.109, 0.113, 0.112, 0.118, 0.118, 0.104, 0.105, 0.120, -0.053, -0.052, -0.002, -0.084, -0.084, -0.002, -0.277, 0.106, -0.082, -0.004, -0.060, -0.059, -0.003, -0.082, -0.278, 0.104, 0.109, 0.110, 0.120, 0.120, 0.119, 0.106, 0.106, 0.120],
  "gap_ev": 4.95,
  "charge": -1,
  "de_lowest_kcal_mol": 22.0
}

---

{
  "formula": "C5H24N2O8",
  "method": "the ωB97M-V functional and the def2-TZVPD basis",
  "elements": ["C", "C", "C", "C", "N", "C", "N", "O", "H", "H", "H", "H", "H", "H", "H", "H", "H", "H", "O", "H", "H", "O", "H", "H", "O", "H", "H", "O", "H", "H", "O", "H", "H", "O", "H", "H", "O", "H", "H"],
  "xyz": [[-0.19, 2.46, -2.12], [-1.52, 2.17, -2.12], [-2.11, 2.14, -0.74], [-1.89, 0.83, 0.03], [-3.13, 0.59, 0.85], [-0.56, 0.80, 0.80], [0.34, -0.06, 0.22], [-0.18, 1.55, 1.64], [0.40, 2.36, -3.01], [0.40, 2.74, -1.20], [-2.08, 1.84, -2.95], [-1.78, 2.90, -0.07], [-3.22, 2.24, -0.86], [-1.77, 0.04, -0.80], [-3.81, 0.45, 0.07], [-2.93, -0.26, 1.43], [0.15, -0.57, -0.51], [1.21, -0.20, 0.76], [0.68, -1.22, 2.53], [0.62, -1.75, 3.29], [1.33, -0.61, 2.58], [-3.20, -2.55, 0.41], [-2.48, -2.53, 1.01], [-2.77, -2.04, -0.35], [2.13, 0.86, 3.15], [3.08, 1.23, 2.83], [1.46, 1.29, 2.55], [1.80, -0.82, -3.22], [2.36, -1.64, -2.99], [1.40, -1.24, -4.02], [-0.91, -3.34, 1.91], [-0.75, -3.83, 2.71], [-0.41, -2.59, 2.28], [3.12, 2.73, 0.11], [3.49, 1.99, -0.32], [2.39, 2.87, -0.44], [3.13, -2.92, -2.15], [3.79, -2.54, -1.60], [2.41, -3.34, -1.67]],
  "lowdin_charge": [0.022, -0.133, -0.187, -0.323, 0.048, -0.493, 0.203, 0.084, 0.042, 0.070, 0.082, 0.106, 0.118, 0.135, 0.086, 0.078, 0.025, 0.110, -0.015, 0.039, -0.059, -0.069, -0.046, 0.053, -0.123, 0.141, 0.010, -0.143, 0.005, 0.044, -0.045, 0.045, -0.005, -0.005, 0.018, -0.021, -0.025, 0.053, 0.073],
  "gap_ev": 9.43,
  "smiles": "C=CC[C@H](N)C(N)=O.O.O.O.O.O.O.O",
  "charge": 0,
  "de_lowest_kcal_mol": 83.8
}

---

{
  "formula": "C17H25CrN3O3S",
  "method": "the ωB97M-V functional and the def2-TZVPD basis",
  "elements": ["Cr", "C", "C", "C", "C", "C", "C", "C", "C", "C", "C", "H", "H", "H", "H", "H", "H", "H", "H", "H", "H", "H", "H", "H", "H", "H", "C", "O", "C", "O", "N", "N", "H", "H", "H", "H", "H", "H", "O", "N", "C", "C", "C", "C", "C", "S", "H", "H", "H", "H"],
  "xyz": [[0.57, 0.38, 0.34], [-0.51, 2.37, -0.43], [0.87, 2.65, -0.68], [1.53, 2.61, 0.55], [0.58, 2.34, 1.58], [-0.70, 2.26, 0.97], [-2.03, 2.07, 1.64], [0.89, 2.30, 3.05], [3.00, 2.81, 0.77], [1.51, 2.80, -2.03], [-1.63, 2.31, -1.43], [-2.61, 1.27, 1.17], [-2.63, 2.99, 1.59], [-1.92, 1.80, 2.69], [1.60, 1.50, 3.30], [-0.01, 2.12, 3.63], [1.33, 3.24, 3.40], [3.23, 3.84, 1.06], [3.57, 2.58, -0.14], [3.38, 2.15, 1.55], [2.24, 2.01, -2.23], [2.04, 3.76, -2.11], [0.77, 2.78, -2.82], [-2.37, 1.57, -1.15], [-1.26, 2.05, -2.42], [-2.14, 3.28, -1.52], [-2.03, -3.14, -1.09], [-2.25, -2.14, -0.11], [-1.35, -1.98, 0.88], [-1.36, -0.95, 1.53], [-0.59, -3.06, 1.18], [0.43, -3.01, 2.15], [-2.76, -2.96, -1.87], [-2.21, -4.14, -0.69], [-1.02, -3.05, -1.50], [-0.43, -3.77, 0.48], [1.16, -2.36, 1.81], [0.02, -2.60, 2.98], [0.28, -1.04, -1.05], [1.50, -1.49, -1.57], [1.36, -2.30, -2.70], [2.33, -3.19, -3.07], [3.47, -3.36, -2.28], [3.55, -2.60, -1.08], [2.58, -1.71, -0.71], [2.65, -0.73, 0.73], [0.47, -2.08, -3.29], [2.19, -3.75, -3.99], [4.24, -4.07, -2.55], [4.40, -2.70, -0.41]],
  "lowdin_charge": [0.539, -0.276, -0.261, -0.305, -0.301, -0.293, -0.051, -0.042, -0.061, -0.039, -0.040, 0.064, 0.077, 0.066, 0.074, 0.064, 0.075, 0.076, 0.072, 0.057, 0.081, 0.074, 0.063, 0.074, 0.066, 0.077, -0.066, -0.020, -0.605, 0.047, 0.008, 0.049, 0.093, 0.089, 0.068, 0.119, -0.010, 0.077, -0.313, -0.199, -0.114, -0.149, -0.150, -0.159, -0.671, 0.645, 0.099, 0.085, 0.066, 0.083],
  "spin_multiplicity": 6,
  "gap_ev": [4.72, 7.40],
  "charge": -1,
  "de_lowest_kcal_mol": 0.0
}

---

{
  "formula": "ClH2NO2Si",
  "method": "the ωB97M-V functional and the def2-TZVPD basis",
  "elements": ["N", "O", "O", "Si", "Cl", "H", "H"],
  "xyz": [[-0.33, 1.06, 0.30], [-0.10, 1.82, -0.60], [-0.89, 1.38, 1.33], [0.35, -0.72, -0.07], [-0.58, -2.00, 1.00], [-0.23, -0.65, -2.25], [1.77, -0.88, 0.29]],
  "lowdin_charge": [-0.545, -0.037, 0.002, 0.201, 0.372, 0.072, -0.066],
  "gap_ev": [9.52, 9.52],
  "charge": 0,
  "de_lowest_kcal_mol": 65.5
}